P) Formula: C54H45Cl2N4O4SW
Source: OMol25
Level of theory: ωB97M-V/def2-TZVPD

Results
**Kohn-Sham gap**: 6.11 eV
**Net charge**: +3

Each line ends with the Löwdin charge.
CARTESIAN COORDINATES (ANGSTROEM)
W  -0.56  0.06  0.12  1.6366
Cl  -0.90  -2.16  1.99  0.8228
C  -2.45  -1.91  2.75  -0.6161
C  -2.87  -2.78  3.73  -0.0655
C  -4.10  -2.52  4.34  -0.0183
C  -4.86  -1.43  3.96  -0.0598
C  -4.41  -0.57  2.97  -0.6626
Cl  -5.37  0.78  2.52  0.7694
C  -3.18  -0.80  2.33  -0.6097
S  -2.70  0.28  1.03  0.8005
H  -2.27  -3.63  4.02  0.1248
H  -4.46  -3.19  5.11  0.1327
H  -5.81  -1.23  4.43  0.1271
N  0.67  3.15  -0.03  0.1475
C  0.31  2.87  1.28  -0.2670
C  0.28  3.92  2.21  0.0382
C  -0.01  3.64  3.52  0.0120
C  -0.25  2.31  3.90  -0.0075
C  -0.23  1.35  2.94  -0.1330
N  0.02  1.61  1.63  -0.0689
C  1.46  2.34  -0.82  -0.2818
C  2.43  2.93  -1.64  0.0325
C  3.22  2.13  -2.43  0.0025
C  3.04  0.74  -2.39  -0.0072
C  2.09  0.23  -1.55  -0.1060
N  1.28  1.01  -0.79  -0.0267
H  0.80  4.13  -0.21  0.1576
H  0.51  4.92  1.89  0.1358
H  -0.04  4.43  4.26  0.1380
H  -0.45  2.05  4.93  0.1310
H  -0.44  0.31  3.18  0.0855
H  2.55  4.00  -1.63  0.1381
H  3.97  2.57  -3.07  0.1375
H  3.64  0.07  -2.99  0.1258
H  1.92  -0.84  -1.49  0.0950
C  -3.03  -0.36  -6.07  0.0423
C  -3.07  -1.06  -4.74  -0.5138
C  -4.00  -2.25  -4.69  0.0438
O  -3.44  -0.10  -3.74  0.0170
C  -2.58  -0.16  -2.64  -0.1920
C  -1.35  -0.94  -3.14  -0.1833
O  -1.74  -1.47  -4.38  0.0205
C  -0.88  -2.11  -2.24  -0.2222
O  -0.59  -1.39  -0.92  -0.3338
C  0.48  -2.65  -2.64  -0.1911
C  1.12  -3.52  -1.76  -0.0303
C  2.39  -4.00  -2.04  -0.0653
C  3.02  -3.62  -3.23  -0.0518
C  2.38  -2.78  -4.12  -0.0455
C  1.11  -2.29  -3.83  -0.0086
C  -1.90  -3.18  -1.96  -0.1625
C  -2.88  -3.05  -0.98  -0.0477
C  -3.85  -4.02  -0.82  -0.0483
C  -3.87  -5.13  -1.66  -0.0446
C  -2.90  -5.26  -2.64  -0.0356
C  -1.92  -4.30  -2.79  -0.0075
C  -2.32  1.31  -2.24  -0.1971
O  -1.24  1.16  -1.09  -0.3329
C  -1.71  2.16  -3.33  -0.1492
C  -0.37  2.12  -3.67  -0.0360
C  0.10  2.84  -4.76  -0.0510
C  -0.78  3.59  -5.53  -0.0449
C  -2.12  3.63  -5.20  -0.0314
C  -2.59  2.92  -4.10  0.0028
C  -3.48  1.96  -1.53  -0.2355
C  -3.28  3.22  -0.97  -0.0336
C  -4.32  3.87  -0.32  -0.0407
C  -5.57  3.27  -0.25  -0.0532
C  -5.78  2.02  -0.82  -0.0587
C  -4.73  1.36  -1.45  -0.0229
H  -4.01  0.04  -6.31  0.1074
H  -2.74  -1.06  -6.85  0.1063
H  -2.30  0.46  -6.04  0.0898
H  -5.00  -1.94  -5.01  0.1069
H  -4.06  -2.65  -3.68  0.0815
H  -3.65  -3.03  -5.37  0.1088
H  -3.05  -0.66  -1.79  0.1250
H  -0.50  -0.28  -3.28  0.1312
H  0.61  -3.83  -0.85  0.1283
H  2.87  -4.69  -1.36  0.1152
H  4.00  -4.02  -3.46  0.1186
H  2.85  -2.52  -5.06  0.1205
H  0.61  -1.66  -4.56  0.1249
H  -2.88  -2.20  -0.30  0.0601
H  -4.60  -3.91  -0.05  0.1143
H  -4.63  -5.88  -1.54  0.1203
H  -2.91  -6.13  -3.29  0.1228
H  -1.17  -4.41  -3.56  0.1350
H  0.33  1.54  -3.10  0.0783
H  1.15  2.81  -5.02  0.1105
H  -0.42  4.14  -6.39  0.1207
H  -2.81  4.21  -5.79  0.1232
H  -3.64  2.95  -3.86  0.1347
H  -2.31  3.71  -1.07  0.1219
H  -4.16  4.85  0.11  0.1173
H  -6.39  3.78  0.24  0.1219
H  -6.75  1.56  -0.79  0.1217
H  -4.92  0.40  -1.92  0.1253
N  1.27  -0.83  1.03  0.0177
C  2.25  -1.30  1.42  -0.0508
C  3.45  -1.88  1.89  -0.2064
C  4.28  -2.54  0.98  -0.0062
C  5.45  -3.10  1.44  -0.0300
C  5.79  -3.00  2.79  -0.0109
C  4.96  -2.33  3.69  -0.0296
C  3.78  -1.77  3.25  -0.0031
H  3.99  -2.62  -0.06  0.1050
H  6.11  -3.62  0.76  0.1249
H  6.71  -3.44  3.14  0.1292
H  5.24  -2.27  4.73  0.1263
H  3.12  -1.25  3.94  0.1252

***

Q) Formula: C54H45Cl2N4O4SW
Source: OMol25
Level of theory: ωB97M-V/def2-TZVPD

Results
**Kohn-Sham gap**: 5.28 eV
**Net charge**: +3

Each line ends with the Löwdin charge.
CARTESIAN COORDINATES (ANGSTROEM)
W  1.20  -0.48  -0.28  1.7065
Cl  0.77  -2.48  1.66  0.8623
C  2.19  -2.35  2.69  -0.5778
C  2.14  -2.92  3.94  -0.0701
C  3.28  -2.81  4.73  -0.0242
C  4.40  -2.14  4.27  -0.0597
C  4.41  -1.58  3.00  -0.6713
Cl  5.81  -0.75  2.46  0.7540
C  3.29  -1.69  2.16  -0.6342
S  3.40  -1.07  0.51  0.7752
H  1.25  -3.42  4.29  0.1276
H  3.28  -3.24  5.72  0.1335
H  5.28  -2.04  4.89  0.1283
N  2.65  -0.95  -3.38  0.1581
C  2.27  -2.16  -2.81  -0.2621
C  2.71  -3.31  -3.48  0.0379
C  2.48  -4.54  -2.94  0.0182
C  1.73  -4.62  -1.77  -0.0192
C  1.25  -3.47  -1.22  -0.1787
N  1.53  -2.21  -1.69  -0.0326
C  3.05  0.21  -2.77  -0.2582
C  3.82  1.12  -3.54  0.0439
C  4.25  2.28  -2.97  0.0184
C  3.93  2.56  -1.64  -0.0007
C  3.18  1.65  -0.95  -0.1439
N  2.74  0.48  -1.51  -0.1337
H  3.02  -1.05  -4.31  0.1559
H  3.29  -3.19  -4.39  0.1374
H  2.87  -5.43  -3.42  0.1413
H  1.48  -5.57  -1.31  0.1352
H  0.58  -3.54  -0.38  0.0300
H  4.06  0.87  -4.56  0.1375
H  4.85  2.98  -3.55  0.1395
H  4.25  3.46  -1.14  0.1337
H  2.89  1.83  0.07  0.0825
C  -4.82  1.52  0.83  0.0483
C  -3.67  0.57  1.03  -0.4959
C  -4.10  -0.76  1.62  0.0452
O  -3.01  0.34  -0.26  0.0298
C  -1.64  0.31  -0.13  -0.2942
C  -1.47  0.55  1.42  -0.1702
O  -2.65  1.20  1.77  0.0061
C  -0.20  1.16  2.05  -0.2090
O  0.81  0.35  1.25  -0.3361
C  -0.03  0.72  3.49  -0.1461
C  -1.14  0.58  4.32  0.0023
C  -0.97  0.28  5.67  -0.0361
C  0.30  0.12  6.19  -0.0442
C  1.41  0.27  5.37  -0.0504
C  1.25  0.57  4.03  -0.0321
C  0.13  2.62  1.90  -0.1439
C  -0.87  3.58  1.95  0.0022
C  -0.52  4.93  2.01  -0.0413
C  0.81  5.32  2.01  -0.0473
C  1.81  4.35  1.97  -0.0429
C  1.47  3.01  1.94  -0.0481
C  -1.03  1.14  -1.28  -0.2227
O  0.42  0.81  -1.29  -0.2442
C  -1.17  2.64  -1.17  -0.1710
C  -0.07  3.49  -1.24  -0.0275
C  -0.24  4.86  -1.27  -0.0522
C  -1.51  5.41  -1.24  -0.0486
C  -2.62  4.57  -1.18  -0.0316
C  -2.45  3.19  -1.17  -0.0223
C  -1.50  0.61  -2.62  -0.0835
C  -1.55  1.48  -3.71  0.0193
C  -1.99  1.03  -4.95  -0.0257
C  -2.40  -0.28  -5.09  -0.0248
C  -2.32  -1.16  -4.02  -0.0082
C  -1.83  -0.74  -2.79  -0.1011
H  -5.43  1.19  -0.01  0.1160
H  -4.46  2.53  0.66  0.0880
H  -5.46  1.52  1.72  0.1125
H  -4.90  -1.19  1.02  0.1138
H  -4.48  -0.60  2.63  0.1137
H  -3.29  -1.49  1.67  0.0779
H  -1.27  -1.70  0.35  0.0639
H  -1.48  -0.46  1.85  0.1352
H  -2.14  0.73  3.94  0.1188
H  -1.84  0.18  6.30  0.1203
H  0.43  -0.10  7.25  0.1202
H  2.41  0.17  5.78  0.1162
H  2.13  0.70  3.41  0.1055
H  -1.91  3.30  1.96  0.1204
H  -1.30  5.67  2.06  0.1245
H  1.07  6.37  2.07  0.1220
H  2.85  4.65  2.02  0.1171
H  2.26  2.27  2.01  0.0979
H  0.94  3.09  -1.28  0.0976
H  0.63  5.51  -1.33  0.1192
H  -1.65  6.48  -1.28  0.1221
H  -3.61  4.99  -1.19  0.1221
H  -3.31  2.55  -1.20  0.1162
H  -1.28  2.52  -3.59  0.1291
H  -2.04  1.72  -5.78  0.1235
H  -2.79  -0.63  -6.04  0.1247
H  -2.69  -2.16  -4.14  0.1231
H  -2.86  -1.57  -1.18  0.1596
N  -1.03  -1.09  -0.43  0.0275
C  -1.86  -1.67  -1.60  -0.1444
C  -1.67  -3.15  -1.79  -0.2044
C  -1.10  -3.73  -2.92  -0.0679
C  -1.08  -5.11  -3.07  -0.0574
C  -1.57  -5.93  -2.06  -0.0450
C  -2.10  -5.36  -0.91  -0.0379
C  -2.17  -3.98  -0.79  -0.0359
H  -0.69  -3.11  -3.71  0.1173
H  -0.68  -5.55  -3.97  0.1240
H  -1.56  -7.00  -2.18  0.1233
H  -2.51  -5.99  -0.13  0.1211
H  -2.67  -3.55  0.07  0.1161

***

P) is preferred energetically. Next in line: 98.2 kJ/mol higher.

***

P) Formula: C36H39CsN4O2SSe2
Source: OMol25
Level of theory: ωB97M-V/def2-TZVPD

Results
**Kohn-Sham gap**: 6.55 eV

Each line ends with the Löwdin charge.
CARTESIAN COORDINATES (ANGSTROEM)
Cs  -0.44  -0.42  -1.42  0.9976
C  -2.34  3.56  -4.98  -0.4065
Se  -2.00  1.85  -4.11  0.8529
C  -3.64  0.97  -4.66  -0.5812
C  -4.84  1.27  -3.77  -0.5750
Se  -4.62  0.59  -1.96  0.8426
C  -4.41  2.30  -1.06  -0.4138
H  -2.46  3.42  -6.05  0.0207
H  -1.48  4.19  -4.79  0.0152
H  -3.22  4.04  -4.56  0.0186
H  -3.42  -0.09  -4.65  0.0502
H  -3.83  1.26  -5.69  0.0627
H  -5.74  0.81  -4.18  0.0542
H  -5.03  2.34  -3.70  0.0574
H  -5.32  2.88  -1.14  0.0220
H  -3.57  2.84  -1.50  -0.0013
H  -4.21  2.08  -0.01  0.0094
C  -1.05  3.48  2.29  -0.0771
C  -0.21  3.15  3.34  -0.0682
C  0.29  1.86  3.43  -0.0301
C  -0.04  0.90  2.47  -0.2393
N  -0.80  1.25  1.42  0.0820
C  -1.30  2.49  1.35  -0.1497
C  0.44  -0.53  2.57  -0.2595
C  0.77  -1.03  3.85  -0.0671
C  1.23  -2.34  4.00  -0.1074
C  1.36  -3.14  2.87  -0.1107
C  0.99  -2.63  1.62  -0.1979
C  0.51  -1.32  1.40  -0.2529
H  -1.49  4.47  2.18  0.1017
H  0.04  3.89  4.09  0.1055
H  0.96  1.61  4.24  0.0986
H  -1.92  2.71  0.48  0.0901
H  0.63  -0.43  4.74  0.0976
H  1.48  -2.72  4.98  0.0928
H  1.73  -4.16  2.97  0.0923
H  1.08  -3.31  0.77  0.0792
N  -2.05  -3.13  1.11  0.1163
C  -3.31  -2.83  0.78  -0.9060
S  -3.94  -1.30  1.00  0.5605
N  -4.06  -3.84  0.24  0.0491
C  -3.71  -5.19  -0.03  -0.2336
C  -2.90  -5.94  0.82  -0.0402
C  -2.60  -7.27  0.50  -0.0793
C  -3.12  -7.86  -0.65  -0.0964
C  -3.95  -7.11  -1.47  -0.0848
C  -4.24  -5.79  -1.17  -0.0285
H  -1.44  -2.36  1.35  0.0406
H  -1.60  -3.97  0.78  0.0880
H  -4.93  -3.50  -0.12  0.1127
H  -2.54  -5.52  1.75  0.1149
H  -1.97  -7.84  1.17  0.1059
H  -2.88  -8.89  -0.89  0.1024
H  -4.38  -7.56  -2.36  0.1038
H  -4.89  -5.21  -1.82  0.1138
C  2.22  3.55  -0.20  -0.0146
O  3.60  3.18  -0.03  -0.1312
C  3.93  2.97  1.27  -0.2766
C  4.49  4.00  2.01  0.0072
C  4.86  3.80  3.33  -0.0742
C  4.66  2.54  3.91  -0.0783
C  4.11  1.52  3.16  -0.0130
C  3.74  1.72  1.83  -0.1426
N  3.08  0.63  1.18  0.1593
C  2.89  0.30  -0.07  -0.0299
C  3.56  0.66  -1.23  -0.1232
C  4.82  1.34  -1.25  -0.0401
C  5.49  1.53  -2.41  -0.0835
C  4.91  1.06  -3.64  -0.0682
C  3.71  0.42  -3.67  -0.0127
C  2.95  0.19  -2.47  -0.3801
O  1.82  -0.37  -2.49  -0.3981
H  2.04  3.62  -1.27  0.1009
H  2.02  4.52  0.26  0.0967
H  1.56  2.81  0.23  0.0808
H  4.64  4.96  1.53  0.1268
H  5.29  4.61  3.91  0.1058
H  4.94  2.36  4.94  0.1047
H  3.95  0.53  3.60  0.1250
H  2.52  0.06  1.80  0.1176
H  2.10  -0.44  -0.18  0.0696
H  5.26  1.67  -0.32  0.1140
H  6.46  2.02  -2.41  0.0996
H  5.45  1.22  -4.56  0.1027
H  3.28  0.07  -4.61  0.1107

***

Q) Formula: C36H39CsN4O2SSe2
Source: OMol25
Level of theory: ωB97M-V/def2-TZVPD

Results
**Kohn-Sham gap**: 5.61 eV

Each line ends with the Löwdin charge.
CARTESIAN COORDINATES (ANGSTROEM)
Cs  0.94  0.02  1.48  1.0874
C  -2.37  3.00  4.69  -0.3921
Se  -0.70  2.50  3.82  0.8868
C  -0.57  4.06  2.64  -0.5646
C  -1.64  4.15  1.57  -0.5636
Se  -1.60  2.73  0.21  0.8618
C  -2.85  1.49  1.05  -0.4117
H  -2.26  3.97  5.18  0.0236
H  -2.57  2.23  5.43  0.0228
H  -3.19  3.03  3.97  0.0138
H  0.42  3.99  2.19  0.0522
H  -0.59  4.95  3.27  0.0629
H  -1.54  5.08  1.00  0.0548
H  -2.64  4.14  2.00  0.0526
H  -3.81  1.97  1.17  0.0276
H  -2.45  1.14  2.00  -0.0123
H  -2.94  0.64  0.37  -0.0570
C  3.85  0.58  5.36  -0.0774
C  3.55  -0.43  6.26  -0.0714
C  2.37  -1.14  6.12  -0.0222
C  1.48  -0.83  5.08  -0.2429
N  1.80  0.14  4.21  -0.0696
C  2.94  0.81  4.34  -0.1869
C  0.18  -1.55  4.91  -0.2449
C  -0.42  -2.05  6.07  -0.0799
C  -1.62  -2.73  6.03  -0.1189
C  -2.24  -2.90  4.80  -0.1203
C  -1.65  -2.38  3.65  -0.1887
C  -0.43  -1.67  3.63  -0.1963
H  4.77  1.16  5.42  0.0971
H  4.24  -0.67  7.06  0.1042
H  2.15  -1.95  6.80  0.1043
H  3.14  1.57  3.59  0.1004
H  0.05  -1.88  7.04  0.0926
H  -2.07  -3.10  6.94  0.0900
H  -3.18  -3.44  4.73  0.0892
H  -2.20  -2.53  2.72  0.0570
N  -0.07  -3.02  0.66  0.1048
C  -0.60  -2.62  -0.49  -0.8916
S  -2.02  -1.70  -0.54  0.6398
N  -0.01  -2.97  -1.66  0.0597
C  1.21  -3.68  -1.86  -0.2340
C  1.47  -4.89  -1.23  -0.0319
C  2.66  -5.55  -1.47  -0.0757
C  3.58  -5.03  -2.36  -0.0873
C  3.31  -3.84  -3.02  -0.0691
C  2.12  -3.16  -2.77  -0.0192
H  -0.40  -2.61  1.54  0.0049
H  0.87  -3.40  0.67  0.1023
H  -0.42  -2.54  -2.47  0.1227
H  0.72  -5.32  -0.57  0.1188
H  2.86  -6.49  -0.97  0.1058
H  4.51  -5.56  -2.56  0.1017
H  4.02  -3.43  -3.73  0.1066
H  1.91  -2.22  -3.26  0.1113
C  -4.23  0.25  -5.54  -0.0641
O  -3.15  0.51  -4.67  -0.0719
C  -2.56  1.73  -4.73  -0.2196
C  -2.91  2.74  -5.62  -0.0128
C  -2.24  3.96  -5.57  -0.0742
C  -1.25  4.18  -4.63  -0.0760
C  -0.91  3.18  -3.74  -0.0369
C  -1.54  1.95  -3.80  -0.1688
N  -1.25  0.92  -2.87  0.1221
C  -0.09  0.51  -2.39  -0.0564
C  1.23  0.69  -2.81  -0.1207
C  1.65  1.28  -4.05  -0.0421
C  2.95  1.28  -4.42  -0.0904
C  3.93  0.69  -3.56  -0.0701
C  3.60  0.10  -2.39  -0.0138
C  2.22  0.06  -1.94  -0.4144
O  1.90  -0.51  -0.87  -0.3353
H  -5.05  0.96  -5.38  0.0984
H  -4.58  -0.75  -5.32  0.0959
H  -3.91  0.30  -6.59  0.0966
H  -3.69  2.58  -6.35  0.1044
H  -2.51  4.74  -6.27  0.1061
H  -0.74  5.14  -4.58  0.1058
H  -0.15  3.33  -2.98  0.1216
H  -2.05  0.43  -2.47  0.1146
H  -0.24  -0.12  -1.52  0.0507
H  0.91  1.71  -4.72  0.1024
H  3.25  1.72  -5.36  0.0980
H  4.97  0.70  -3.86  0.1053
H  4.35  -0.35  -1.75  0.1158

***

Q) is preferred energetically. Next in line: 42.8 kJ/mol higher.